Record 1
ORCA calculation (wB97M-V/def2-TZVPD) on a cluster of 2 separate species, C7H10 in total.

```
! wB97M-V def2-TZVPD RIJCOSX def2/J DEFGRID3
* xyz 0 1
C 0.09 -1.01 1.21
C 0.25 -0.77 -0.11
C -0.43 -0.11 -1.31
C -1.01 1.17 -0.77
C 0.46 1.12 -1.03
C 1.20 0.35 0.07
C 0.83 0.24 1.59
H -0.34 -1.82 1.80
H -0.78 -0.54 -2.25
H -1.58 1.76 -1.49
H -1.41 1.22 0.24
H 0.94 1.75 -1.77
H 2.25 0.13 -0.14
H 0.14 1.06 1.85
H 1.62 0.19 2.35
H -1.42 -2.32 0.11
H -0.83 -2.42 -0.35
*
```

Properties
E_HOMO ... -8.5 eV
Frontier orbital gap ... 9.56 eV
Structure (SMILES) ... C1=C2[C@H]3C[C@H]3[C@H]2C1.[H][H]
LUMO energy ... 1.10 eV

These are the Löwdin partial charges, in e, on atoms 1 to 4: -0.079 -0.265 -0.155 -0.079



Record 2
ORCA calculation (wB97M-V/def2-TZVPD) on a structure of composition C51H47KN14O6 at a distorted geometry.

```
! wB97M-V def2-TZVPD RIJCOSX def2/J DEFGRID3
* xyz -2 1
K 15.56 11.33 14.49
C 7.47 14.67 15.38
O 7.60 13.49 14.61
C 8.82 13.00 14.36
C 10.00 13.64 14.71
C 11.21 13.18 14.25
C 11.35 12.10 13.44
C 10.16 11.44 13.10
C 8.92 11.89 13.51
C 12.66 11.53 12.95
C 13.00 10.25 13.69
C 13.85 9.15 13.45
C 14.16 8.65 14.71
C 13.47 9.41 15.67
N 12.81 10.37 15.05
C 13.60 9.57 17.17
C 14.40 10.51 17.75
C 14.54 10.84 19.18
C 15.31 11.94 19.30
C 15.64 12.38 17.92
C 16.25 13.64 17.66
C 16.89 14.34 18.88
C 16.20 15.17 19.74
C 16.82 15.87 20.77
C 18.16 15.71 20.98
O 18.87 16.29 22.04
C 18.08 17.16 22.82
C 18.92 14.92 20.14
C 18.26 14.30 19.08
C 16.24 14.36 16.46
N 15.79 13.99 15.20
C 15.64 15.15 14.43
C 15.08 15.23 13.19
C 14.39 16.50 12.81
C 14.44 16.89 11.50
C 13.79 17.98 10.96
C 13.00 18.70 11.84
O 12.35 19.77 11.27
C 11.12 20.20 11.78
C 12.96 18.40 13.17
C 13.58 17.29 13.63
C 14.82 14.01 12.37
C 15.97 13.02 12.10
C 14.95 11.65 11.63
C 13.63 12.21 12.25
N 13.62 13.61 12.26
C 16.10 16.30 15.22
C 16.56 15.82 16.40
N 15.16 11.51 17.02
C 12.56 9.00 18.04
C 12.29 7.61 17.98
C 11.29 7.07 18.73
C 10.56 7.90 19.61
O 9.69 7.20 20.40
C 8.53 7.89 20.87
C 10.75 9.26 19.64
C 11.76 9.79 18.80
H 7.98 15.51 14.94
H 7.88 14.53 16.37
H 6.40 14.85 15.46
H 10.01 14.48 15.35
H 12.10 13.64 14.66
H 10.26 10.52 12.51
H 8.01 11.32 13.30
H 14.26 8.72 12.58
H 14.85 7.80 14.88
H 14.13 10.29 19.98
H 15.66 12.41 20.22
H 15.12 15.28 19.60
H 16.32 16.59 21.41
H 17.53 17.94 22.28
H 18.82 17.61 23.49
H 17.37 16.59 23.40
H 19.98 14.79 20.22
H 18.90 13.71 18.42
H 15.07 16.27 10.84
H 13.91 18.24 9.92
H 10.41 19.37 11.82
H 10.74 21.03 11.10
H 11.22 20.62 12.83
H 12.28 18.94 13.82
H 13.56 16.96 14.66
H 16.55 12.72 12.97
H 15.31 10.82 12.19
H 16.01 17.34 14.91
H 16.99 16.36 17.24
H 12.93 7.05 17.35
H 10.99 6.04 18.76
H 8.11 8.58 20.12
H 8.81 8.46 21.80
H 7.80 7.11 21.06
H 10.20 9.87 20.33
H 11.95 10.86 18.85
N 20.46 11.46 10.53
N 19.43 11.39 9.60
C 18.23 11.94 9.67
N 17.41 11.86 8.57
N 17.80 12.36 10.91
N 16.86 13.30 10.99
O 16.52 14.09 10.11
O 14.94 11.53 10.34
H 19.80 6.13 13.37
H 20.01 11.25 11.44
H 19.72 11.05 8.68
H 16.49 11.83 8.94
H 17.65 12.46 7.80
C 19.78 7.18 12.91
H 20.71 7.28 12.29
H 19.72 7.90 13.80
H 18.89 7.35 12.14
N 21.84 13.13 12.09
N 20.79 13.97 12.46
N 20.39 14.86 11.58
C 19.43 15.47 12.26
N 19.28 14.95 13.51
N 20.13 13.98 13.60
H 21.45 12.45 11.33
H 22.06 12.68 12.94
H 18.82 16.25 11.79
*
```

Properties
E_HOMO (alpha / beta) ... -1.6 / -1.6 eV
Frontier orbital gap (alpha / beta) ... 5.14 / 5.14 eV
LUMO energy (alpha / beta) ... 3.56 / 3.56 eV

These are the Löwdin partial charges, in e, on atoms 1 to 4: 0.853 -0.101 -0.095 -0.304



Record 3
ORCA calculation (wB97M-V/def2-TZVPD) on the ion C3H7N2OS with charge +1 at a distorted geometry.

```
! wB97M-V def2-TZVPD RIJCOSX def2/J DEFGRID3
* xyz 1 1
N -1.30 -1.35 2.50
C -1.08 -0.51 1.57
N -0.65 0.30 0.86
C -0.09 1.03 -0.22
C 0.06 0.15 -1.47
S 0.80 1.06 -2.81
O 2.13 1.42 -1.77
H -2.13 -1.82 2.89
H -0.59 -1.54 3.14
H 0.89 1.34 0.18
H -0.70 2.08 -0.27
H 0.81 -0.54 -1.15
H -0.97 -0.28 -1.82
H 2.91 1.64 -2.30
*
```

Properties
E_HOMO ... -12.1 eV
Frontier orbital gap ... 8.18 eV
Structure (SMILES) ... [NH2+]=C=NCCSO
LUMO energy ... -3.93 eV

These are the Löwdin partial charges, in e, on atoms 1 to 4: 0.227 -0.059 0.201 -0.224



Record 4
ORCA calculation (wB97M-V/def2-TZVPD) on a structure of composition C3H4N2O3 at a distorted geometry.

```
! wB97M-V def2-TZVPD RIJCOSX def2/J DEFGRID3
* xyz 0 1
C 0.61 -0.55 0.00
C -1.47 -0.09 -0.07
C 0.40 0.71 0.11
H 2.30 -1.06 1.01
H 1.42 -2.29 -0.35
H -3.18 0.76 0.65
H 1.06 2.22 -0.97
N 1.81 -1.26 -0.24
N -0.67 -1.10 0.12
O -2.77 -0.16 -0.27
O -0.87 1.06 0.10
O 1.35 1.76 -0.09
*
```

Properties
E_HOMO ... -8.4 eV
Frontier orbital gap ... 7.64 eV
LUMO energy ... -0.75 eV

These are the Löwdin partial charges, in e, on atoms 1 to 4: -0.435 -0.581 -0.373 0.246



Record 5
ORCA calculation (wB97M-V/def2-TZVPD) on the ion C7H15N4 with charge +1 at a distorted geometry.

```
! wB97M-V def2-TZVPD RIJCOSX def2/J DEFGRID3
* xyz 1 1
C 0.17 -0.74 1.75
C -0.25 0.48 0.95
C 0.87 1.50 0.73
C -1.45 1.06 1.61
C -0.79 -0.27 -0.45
N -1.29 0.76 -1.44
C 0.33 -1.01 -1.05
C 0.93 -2.22 -0.89
N 1.97 -2.27 -1.71
N 1.90 -1.17 -2.40
N 0.95 -0.37 -2.08
H 0.47 -0.40 2.84
H 1.19 -1.07 1.46
H -0.53 -1.51 2.01
H 0.87 2.14 1.65
H 0.61 2.09 -0.13
H 1.84 1.24 0.55
H -1.85 1.90 1.20
H -1.32 1.32 2.77
H -2.20 0.34 1.64
H -1.61 -0.92 -0.06
H -2.22 1.23 -1.40
H -1.09 0.41 -2.43
H -0.62 1.64 -1.51
H 0.62 -3.15 -0.52
H 2.51 -1.01 -3.10
*
```

Properties
E_HOMO ... -13.8 eV
Frontier orbital gap ... 10.43 eV
Structure (SMILES) ... CC(C)(C)[C@@H]([NH3+])c1cn[nH]n1
LUMO energy ... -3.37 eV

These are the Löwdin partial charges, in e, on atoms 1 to 4: -0.069 -0.531 -0.009 -0.069



Record 6
ORCA calculation (wB97M-V/def2-TZVPD) on a cluster of 7 separate species, C16H34BBrCl13N in total.

```
! wB97M-V def2-TZVPD RIJCOSX def2/J DEFGRID3
* xyz 0 1
C -1.17 -2.48 -0.96
C -2.02 -1.23 -0.70
C -1.56 -0.07 -1.57
Cl -2.45 1.43 -1.13
B -0.01 0.18 -1.47
Br 0.67 0.77 0.22
C 0.90 -0.03 -2.70
N 2.35 -0.10 -2.45
H -0.16 -2.36 -0.57
H -1.10 -2.68 -2.03
H -1.61 -3.34 -0.46
H -3.07 -1.44 -0.92
H -1.95 -0.96 0.35
H -1.84 -0.27 -2.61
H 0.72 0.84 -3.34
H 0.50 -0.89 -3.26
H 2.62 -1.03 -2.17
H 2.83 0.07 -3.32
Cl 4.66 0.99 -4.90
C 4.78 2.77 -4.94
C 4.55 3.38 -3.59
Cl 2.88 3.16 -3.03
H 4.05 3.12 -5.66
H 5.78 3.01 -5.30
H 4.74 4.46 -3.64
H 5.21 2.95 -2.84
Cl -0.55 3.72 -3.48
C -0.75 5.49 -3.65
C -0.11 6.03 -4.90
Cl 1.67 5.96 -4.84
H -0.34 5.95 -2.76
H -1.82 5.68 -3.68
H -0.38 7.08 -5.02
H -0.44 5.48 -5.78
Cl -2.11 4.67 3.29
C -1.96 3.77 1.74
C -0.95 4.38 0.81
Cl -1.48 5.96 0.16
H -2.95 3.73 1.29
H -1.64 2.76 2.00
H -0.83 3.70 -0.04
H 0.01 4.52 1.29
Cl -2.07 -3.18 2.55
C -0.74 -4.02 3.39
C 0.59 -3.80 2.72
Cl 0.68 -4.60 1.12
H -0.99 -5.08 3.44
H -0.70 -3.62 4.40
H 1.38 -4.23 3.33
H 0.78 -2.74 2.56
Cl -0.09 -7.24 3.82
C 0.44 -8.87 3.34
C 0.02 -9.20 1.93
Cl -1.75 -9.39 1.79
H 0.04 -9.58 4.05
H 1.53 -8.88 3.40
H 0.47 -10.14 1.63
H 0.32 -8.42 1.24
Cl -1.30 0.73 3.50
C -2.41 1.40 4.72
C -1.68 2.22 5.76
Cl -0.65 1.21 6.80
H -2.95 0.57 5.17
H -3.11 2.04 4.19
H -2.40 2.71 6.40
H -1.05 2.97 5.29
*
```

Properties
E_HOMO ... -9.1 eV
Frontier orbital gap ... 9.62 eV
Structure (SMILES) ... CC[C@@H](Cl)B(Br)CN.ClCCCl.ClCCCl.ClCCCl.ClCCCl.ClCCCl.ClCCCl
LUMO energy ... 0.52 eV

These are the Löwdin partial charges, in e, on atoms 1 to 4: -0.127 -0.311 -0.688 0.610



Record 7
ORCA calculation (wB97M-V/def2-TZVPD) on a cluster of 3 separate species, C4H12O3 in total at a distorted geometry.

```
! wB97M-V def2-TZVPD RIJCOSX def2/J DEFGRID3
* xyz 0 1
C 2.03 -1.65 -0.36
C 1.11 -0.90 0.57
C 0.30 0.09 0.20
C -0.53 0.92 1.15
O 0.30 1.91 1.80
H 1.47 -2.44 -0.85
H 2.42 -0.97 -1.12
H 2.91 -2.05 0.15
H 1.20 -1.16 1.62
H 0.05 0.20 -0.87
H -0.86 0.34 2.00
H -1.19 1.48 0.47
H 0.94 2.22 1.15
O -3.45 0.52 0.98
H -2.75 0.21 0.40
H -3.37 1.47 1.05
O -0.03 -0.40 -2.60
H -0.77 -0.34 -3.22
H 0.23 0.53 -2.51
*
```

Properties
E_HOMO ... -9.4 eV
Frontier orbital gap ... 9.79 eV
Structure (SMILES) ... C/C=C/CO.O.O
LUMO energy ... 0.36 eV

These are the Löwdin partial charges, in e, on atoms 1 to 4: -0.102 -0.139 -0.116 -0.260



Record 8
ORCA calculation (wB97M-V/def2-TZVPD) on the molecule C19H18N4O2S at a distorted geometry.

```
! wB97M-V def2-TZVPD RIJCOSX def2/J DEFGRID3
* xyz 0 1
C 0.05 -4.80 0.76
O 0.13 -4.34 2.13
C -0.57 -3.06 2.11
C 0.21 -1.97 1.28
N -0.59 -0.76 1.03
C -0.06 0.49 1.45
O -0.92 1.32 1.74
C 1.37 0.81 1.62
C 1.92 2.03 2.02
C 3.32 2.44 1.97
C 4.33 1.88 1.03
C 5.63 2.30 0.95
C 6.02 3.31 1.83
C 5.12 3.83 2.76
C 3.83 3.44 2.83
C -1.58 -0.85 0.07
N -1.74 -1.96 -0.55
N -2.61 -1.78 -1.64
C -3.09 -0.56 -1.86
C -3.85 -0.17 -3.05
C -3.98 1.21 -3.41
C -4.89 1.56 -4.48
C -5.63 0.51 -5.09
N -5.30 -0.80 -4.91
C -4.50 -1.08 -3.89
S -2.46 0.51 -0.59
H -0.94 -4.46 0.37
H 0.06 -5.88 0.72
H 0.84 -4.41 0.12
H -0.55 -2.77 3.14
H -1.54 -3.23 1.87
H 1.21 -1.93 1.79
H 0.54 -2.34 0.34
H 2.12 0.15 1.16
H 1.12 2.81 2.44
H 4.26 1.13 0.28
H 6.35 1.95 0.24
H 7.05 3.69 1.79
H 5.32 4.56 3.54
H 3.15 3.93 3.52
H -3.53 2.03 -2.97
H -5.05 2.58 -4.82
H -6.40 0.80 -5.87
H -4.17 -2.11 -3.77
*
```

Properties
E_HOMO ... -8.7 eV
Frontier orbital gap ... 7.76 eV
Structure (SMILES) ... COCCN(C(=O)/C=C/c1ccccc1)c1nnc(-c2cccnc2)s1
LUMO energy ... -0.90 eV

These are the Löwdin partial charges, in e, on atoms 1 to 4: -0.103 -0.174 -0.183 -0.116



Record 9
ORCA calculation (wB97M-V/def2-TZVPD) on a structure of composition C25H20N4O2PtS4.

```
! wB97M-V def2-TZVPD RIJCOSX def2/J DEFGRID3
* xyz -2 3
Pt 1.89 -1.29 -0.44
C -2.23 2.00 5.44
C -1.08 1.27 4.78
C -0.22 0.48 5.54
C 0.84 -0.18 4.94
C 1.05 -0.06 3.57
C 0.20 0.72 2.80
C -0.86 1.38 3.41
S 2.39 -0.92 2.78
O 3.19 0.09 2.14
O 3.00 -1.71 3.83
N 1.72 -1.79 1.65
C 0.99 -2.97 1.91
C 0.58 -3.44 3.15
C -0.23 -4.58 3.23
C -0.63 -5.24 2.08
C -0.23 -4.79 0.81
C -0.63 -5.41 -0.41
C -0.18 -4.86 -1.62
C 0.66 -3.78 -1.63
N 1.11 -3.18 -0.48
C 0.62 -3.66 0.74
H -2.72 1.38 6.19
H -2.97 2.30 4.70
H -1.88 2.91 5.94
H -0.39 0.38 6.61
H 1.52 -0.81 5.51
H 0.33 0.78 1.73
H -1.54 1.97 2.80
H 0.89 -2.93 4.05
H -0.55 -4.94 4.20
H -1.28 -6.11 2.14
H -1.31 -6.26 -0.39
H -0.47 -5.29 -2.57
H 1.05 -3.37 -2.55
S -0.87 5.88 -2.03
C -0.85 4.20 -2.04
S -0.95 3.26 -0.60
C -0.78 1.73 -1.49
N -0.64 1.96 -2.77
N -0.70 3.33 -3.06
C -0.55 3.63 -4.45
C 0.16 2.73 -5.24
C 0.31 2.97 -6.59
C -0.24 4.10 -7.18
C -0.95 4.99 -6.39
C -1.11 4.76 -5.02
S -0.75 0.25 -0.68
H 0.56 1.84 -4.78
H 0.87 2.26 -7.19
H -0.12 4.29 -8.24
H -1.40 5.87 -6.82
H -1.67 5.45 -4.41
C 2.28 -0.66 -2.17
H 3.13 -0.99 -2.77
H 1.66 0.10 -2.66
*
```

Properties
E_HOMO (alpha / beta) ... 0.2 / -1.7 eV
Frontier orbital gap (alpha / beta) ... 4.00 / 5.90 eV
LUMO energy (alpha / beta) ... 4.21 / 4.20 eV
⟨S²⟩ ... 2.0558

These are the Löwdin partial charges, in e, on atoms 1 to 4: 0.928 -0.068 -0.288 -0.061



Record 10
ORCA calculation (wB97M-V/def2-TZVPD) on a structure of composition C17H34O2P2Ru at a distorted geometry.

```
! wB97M-V def2-TZVPD RIJCOSX def2/J DEFGRID3
* xyz 2 5
P -0.81 0.73 1.87
P 1.19 -1.31 0.86
C -0.42 0.81 0.04
C 0.18 -0.51 -0.46
H 0.28 1.65 -0.10
H -1.33 1.08 -0.50
H -0.62 -1.21 -0.73
H 0.78 -0.34 -1.37
C 2.89 -0.68 0.71
H 3.50 -1.25 1.41
H 2.90 0.38 1.00
H 3.27 -0.80 -0.31
C 1.26 -3.11 0.69
H 1.58 -3.42 -0.32
H 0.27 -3.53 0.90
H 1.97 -3.48 1.44
C -0.88 2.45 2.47
H -1.35 2.45 3.46
H -1.47 3.08 1.78
H 0.14 2.85 2.55
C -2.54 0.13 1.91
H -2.54 -0.95 1.70
H -3.13 0.67 1.16
H -2.94 0.31 2.92
Ru 0.51 -0.64 2.84
C 0.00 -0.29 -4.08
C 1.08 0.45 -3.79
C 1.29 1.88 -4.16
C 0.03 2.77 -4.30
C -0.92 2.73 -3.14
C -1.92 1.86 -2.95
C -2.34 0.77 -3.89
C -1.24 0.16 -4.80
C -0.42 0.08 4.59
H -0.01 -1.36 -3.82
H 1.94 -0.03 -3.30
H 1.85 1.94 -5.11
H 1.95 2.34 -3.41
H 0.40 3.81 -4.36
H -0.47 2.57 -5.26
H -0.76 3.54 -2.42
H -2.57 1.98 -2.08
H -3.15 1.14 -4.55
H -2.79 -0.04 -3.30
H -1.68 -0.74 -5.24
H -1.02 0.84 -5.63
H -0.67 -0.80 5.21
H -1.31 0.73 4.51
H 0.39 0.65 5.08
C 0.84 -3.49 5.14
C 2.09 -2.83 4.60
O 3.19 -3.16 5.04
O 1.96 -1.91 3.65
H 1.08 -4.43 5.65
H 0.12 -3.71 4.34
H 0.37 -2.84 5.88
*
```

Properties
E_HOMO (alpha / beta) ... -13.9 / -13.9 eV
Frontier orbital gap (alpha / beta) ... 7.40 / 2.89 eV
LUMO energy (alpha / beta) ... -6.55 / -10.97 eV
⟨S²⟩ ... 6.0168

These are the Löwdin partial charges, in e, on atoms 1 to 4: 0.647 0.711 -0.374 -0.365



ΔE to the lowest compared entry with this formula, charge and spin, respectively: 577.07; 268.13; 303.27; 543.98; 219.45; 0.00; 182.81; 588.83; 38.77; 0.00 kJ/mol.